# 1
Formula: C2H4N3O3S
Source: OMol25
Level of theory: ωB97M-V/def2-TZVPD

CARTESIAN COORDINATES (ANGSTROEM)
C1 1.26574 0.95250 -0.11659
C2 0.27371 -1.17082 0.34240
N1 1.33928 -0.23475 0.40403
N2 -0.87319 -0.61287 -0.19453
N3 0.15443 1.60517 -0.46504
O1 0.44115 -2.33600 0.62546
O2 -1.90639 1.22984 1.31634
O3 -1.96624 -1.36260 -0.63497
S1 -1.61274 1.01246 -0.03812
H1 2.17621 1.32448 -0.35070
H2 2.20657 -0.54077 0.75906
H3 0.32907 2.48416 -0.87539
H4 -1.82760 -2.35080 -0.77194

Results
- Charge: +1
- Multiplicity: 1

Mulliken charges, unit e, in atom order: 0.106, 0.458, -0.033, 0.166, -0.280, -0.485, -0.344, -0.518, 0.616, 0.438, 0.223, 0.279, 0.374



# 2
Formula: CF2O3S
Source: OMol25
Level of theory: ωB97M-V/def2-TZVPD

CARTESIAN COORDINATES (ANGSTROEM)
C1 -0.22149 0.51270 1.17514
O1 -0.94546 0.32559 2.02619
O2 -0.38672 -1.50075 -0.95419
O3 0.46740 0.66996 0.31363
F1 1.91836 -0.74896 -0.99918
F2 -0.65063 0.88822 -1.76963
S1 0.36200 -0.54164 -1.66302

Results
- Multiplicity: 1

Mulliken charges, unit e, in atom order: 0.719, -0.320, -0.357, -0.330, -0.282, -0.330, 0.900



Energy above the lowest of the compared OMol25 structures with the same formula, charge and spin readings, ordered: 0.00 37.53 kcal/mol
DFT total energy readings, ordered: -866.423641 -861.711507 Ha